59
Properties=species:S:1:pos:R:3 method="wB97M-V/def2-TZVPD" charge=+1 relative_energy_ev=0.060 multiplicity=2 orbital_gap_ev="8.25 / 7.62"
Tc 0.1736 -0.6062 0.1058
N 1.0620 1.6457 -0.0090
N 0.4315 2.8609 -0.2817
C -0.9135 2.9112 -0.3458
N -1.4516 4.0793 -0.7111
S -1.8319 1.5721 0.0262
H 1.6568 1.7490 0.8056
H 1.6215 1.3671 -0.8297
H 0.9867 3.5713 -0.7361
H -0.8999 4.8986 -0.9033
H -2.4527 4.1470 -0.7636
N -1.8299 -0.7082 3.8060
C -0.6712 -0.2191 4.3604
C 0.2143 -0.0978 3.3382
N -0.3823 -0.5147 2.1758
C -1.6200 -0.8733 2.4871
C -2.4777 -1.3054 1.4227
N -2.0022 -1.1910 0.2008
C -2.9232 -1.7231 -0.6455
C -3.9878 -2.1598 0.0864
N -3.6956 -1.8878 1.3995
H -2.6864 -0.8791 4.3048
H -0.5823 -0.0145 5.4117
H 1.2359 0.2367 3.3677
H -2.7458 -1.7727 -1.7047
H -4.9090 -2.6328 -0.2015
H -4.2813 -2.1151 2.1846
C 3.0603 -2.5235 -1.0697
C 3.0263 -1.6805 0.2075
C 3.0415 -2.5375 1.4680
C 4.1370 -0.6285 0.2038
N 1.7749 -0.9533 0.1880
H 4.0049 -3.0680 -1.1061
H 2.9947 -1.8826 -1.9483
H 2.2409 -3.2393 -1.0841
H 3.9969 -3.0605 1.5245
H 2.2383 -3.2712 1.4458
H 2.9419 -1.9222 2.3632
H 5.1039 -1.1309 0.1641
H 4.1097 -0.0227 1.1110
H 4.0495 0.0170 -0.6698
O 1.6725 0.5188 -2.4346
C 0.5635 0.0574 -2.7223
O -0.2127 -0.5355 -1.8836
C 0.0794 0.0817 -4.1399
C 0.9960 0.3503 -5.1500
C 0.5839 0.3902 -6.4708
C -0.7555 0.1772 -6.7454
C -1.6918 -0.0780 -5.7577
C -1.2609 -0.1337 -4.4443
N -1.2062 0.2292 -8.1486
O -0.3688 0.4680 -8.9920
O -2.4012 0.1766 -8.3503
H 2.0303 0.5251 -4.8906
H 1.2724 0.5815 -7.2795
H -2.7256 -0.2284 -6.0282
H -1.9613 -0.3315 -3.6463
O -0.0190 -2.6211 0.3887
O -0.3289 -3.3469 -0.6378



43
Properties=species:S:1:pos:R:3 method="wB97M-V/def2-TZVPD" orbital_gap_ev=7.76 smiles="CCCCCC1=C(COCC)C(=O)C(C(F)(F)C(F)F)=CC1=O"
C -1.8472 -2.6169 -3.6077
C -0.7843 -1.4479 -4.0837
C 0.6645 -1.4973 -3.3081
C 1.0355 -0.0183 -2.7000
C 1.7634 -0.0591 -1.2147
C 0.7104 0.7404 -0.1908
C -0.2269 -0.1219 0.5787
C -0.2974 -1.7596 0.5560
O 0.3221 -2.2923 1.7799
C 1.7660 -2.5498 1.6049
C 2.7311 -1.2741 2.0237
C -1.3201 0.6501 1.5670
O -2.4887 0.0168 1.7474
C -0.9520 2.1400 2.2226
C -1.6387 2.7134 3.6250
F -0.6677 2.7172 4.7734
F -2.7820 1.8454 4.0948
C -2.2917 4.2290 3.4471
F -3.6244 4.2462 4.1586
F -2.6209 4.5556 2.0163
C 0.0428 2.9480 1.4090
C 0.6715 2.3700 -0.0079
O 1.0756 3.2693 -0.9269
H -2.6732 -2.2175 -2.8465
H -2.4522 -2.9615 -4.5715
H -1.3469 -3.5689 -3.1450
H -0.5618 -1.6041 -5.2421
H -1.3494 -0.4257 -3.9925
H 1.5075 -1.7637 -4.0890
H 0.6342 -2.3638 -2.5222
H 1.6595 0.5950 -3.4904
H 0.0001 0.5667 -2.5970
H 2.7774 0.5623 -1.3172
H 2.0345 -1.1354 -0.8427
H 0.2047 -2.2381 -0.3880
H -1.4392 -2.0518 0.5220
H 2.0289 -3.4467 2.3411
H 2.0682 -2.9062 0.5252
H 3.3466 -0.8900 1.0884
H 2.0874 -0.3715 2.4512
H 3.5029 -1.6842 2.8133
H -1.6013 5.0621 3.9463
H 0.3313 4.0391 1.7919



13
Properties=species:S:1:pos:R:3 method="wB97M-V/def2-TZVPD" relative_energy_ev=0.069 orbital_gap_ev=10.63
C -2.1184 0.1664 -0.0715
C 0.3019 1.0206 -0.0557
C -0.6259 -0.1418 -0.0622
N -0.3507 -1.3743 -0.0531
O -2.8676 -0.9274 -0.0654
O -2.5592 1.2808 -0.0881
Cl 4.5081 -0.0326 -0.1241
H 0.3260 1.4410 0.9500
H -0.0766 1.7955 -0.7180
H 1.3103 0.7298 -0.3446
H 0.6372 -1.6125 -0.0552
H -2.2702 -1.7059 -0.0559
H 3.7852 -0.6396 0.7439



9
Properties=species:S:1:pos:R:3 method="wB97M-V/def2-TZVPD" charge=-1 relative_energy_ev=0.455 orbital_gap_ev=7.05
O -0.1133 0.1012 -2.7759
H 0.2928 -0.5836 -3.3249
N 0.0171 -0.3377 0.0559
C 0.2290 0.3169 1.1746
N -0.0399 -0.0867 2.4110
H -0.3983 -1.2338 0.3145
H 0.0639 -0.2494 -1.8639
H 0.3832 1.4028 1.0451
H -0.4343 0.6702 2.9634



26
Properties=species:S:1:pos:R:3 method="wB97M-V/def2-TZVPD" charge=+2 relative_energy_ev=2.465 orbital_gap_ev=2.16
Y 4.3388 2.2621 0.8287
C 1.3269 0.6806 -0.1948
O 2.4443 0.9623 0.6222
H 1.3026 -0.3920 -0.3869
H 0.4030 0.9419 0.3212
H 1.3382 1.1827 -1.1622
C -3.3238 1.3089 1.1295
Cl -4.4576 2.6434 1.1646
Cl -3.3170 0.6120 2.7329
H -3.7312 0.5737 0.4355
H -2.3477 1.6556 0.7904
C 1.8203 -3.1949 -1.7094
Cl 0.9994 -4.3945 -2.6463
Cl 2.5858 -1.8948 -2.6839
H 1.0464 -2.7702 -1.0700
H 2.5930 -3.7310 -1.1584
C -0.9654 0.4671 -3.1830
Cl -1.8448 -0.4218 -1.8942
Cl -0.0314 -0.6487 -4.2320
H -1.6661 1.0090 -3.8181
H -0.1961 1.1112 -2.7571
C 0.3973 0.3616 3.6618
Cl -0.2559 -0.8920 4.7904
Cl -0.0620 2.0327 4.0546
H 1.4846 0.3791 3.7362
H 0.1183 0.1559 2.6284